--- w ---
DFT (the ωB97M-V functional and the def2-TZVPD basis) results for 2 unconnected molecules or ions with the total composition C2H2N2O.

For the LUMO energy, the calculation gives 0.2219 eV. The HOMO energy comes out at -10.76 eV. The value obtained for the molar mass is 70.05 g/mol.

Each atom is followed by the atoms it is bonded to, with distances in Å.
CARTESIAN COORDINATES (ANGSTROEM)
1 C -0.998 0.260 1.268  N3 1.162, H6 1.100
2 C 1.088 0.813 0.130  N4 1.138
3 N -1.531 -0.392 0.468  C1 1.162
4 N 1.466 0.195 -0.748  C2 1.138, O5 1.378
5 O 1.842 -0.483 -1.886  N4 1.378, H7 0.972
6 H -0.843 1.045 2.023  C1 1.100
7 H 2.430 0.015 -2.478  O5 0.972

***

--- x ---
DFT (the ωB97M-V functional and the def2-TZVPD basis) results for C2H2N2O in the gas phase.

Its structure (SMILES) is N#CC(N)=O. For the LUMO energy, the calculation gives -0.9475 eV. The HOMO energy comes out at -10.11 eV. The value obtained for the molar mass is 70.05 g/mol.

Each atom is followed by the atoms it is bonded to, with distances in Å.
CARTESIAN COORDINATES (ANGSTROEM)
1 C -1.211 0.514 -0.005  C2 1.408, N3 1.141
2 C -0.582 -0.743 -0.094  C1 1.408, N4 1.829, O5 1.180
3 N -1.562 1.595 0.093  C1 1.141
4 N 1.087 -0.077 0.245  C2 1.829, H6 1.063, H7 0.974
5 O -0.773 -1.889 -0.298  C2 1.180
6 H 1.142 0.985 0.248  N4 1.063
7 H 1.901 -0.385 -0.191  N4 0.974

***

--- y ---
DFT (the ωB97M-V functional and the def2-TZVPD basis) results for C2H2N2O in the gas phase.

Its structure (SMILES) is O=C1C=NN1. For the LUMO energy, the calculation gives 0.2685 eV. The HOMO energy comes out at -9.89 eV. The value obtained for the molar mass is 70.05 g/mol.

Each atom is followed by the atoms it is bonded to, with distances in Å.
CARTESIAN COORDINATES (ANGSTROEM)
1 C -0.112 0.992 0.507  C2 1.693, N3 1.276, H6 1.066
2 C 0.039 -0.023 -0.839  C1 1.693, N4 1.363, O5 1.181
3 N -0.059 -0.055 1.235  C1 1.276, N4 1.422
4 N 0.057 -0.964 0.148  C2 1.363, N3 1.422, H7 1.007
5 O 0.120 -0.006 -2.017  C2 1.181
6 H -0.189 2.021 0.774  C1 1.066
7 H 0.143 -1.966 0.190  N4 1.007

***

Q: Which of them is the least stable? A: w.

***

--- w ---
DFT (the ωB97M-V functional and the def2-TZVPD basis) results for C5H5ClO2 in the gas phase.

Its structure (SMILES) is O=C1COC/C1=C/Cl. For the LUMO energy, the calculation gives -0.5969 eV. The HOMO energy comes out at -9.48 eV. The value obtained for the molar mass is 132.55 g/mol.

Each atom is followed by the atoms it is bonded to, with distances in Å.
CARTESIAN COORDINATES (ANGSTROEM)
1 C 1.968 -0.631 -0.066  C2 1.484, H6 1.057, Cl13 1.773
2 C 0.558 -0.291 -0.380  C1 1.484, C3 1.559, C5 1.587
3 C -0.719 -1.133 -0.077  C2 1.559, H7 1.079, H8 1.080, O11 1.357
4 C -1.469 0.966 0.015  C5 1.576, H9 1.066, H10 1.145, O11 1.405
5 C 0.079 1.206 -0.156  C2 1.587, C4 1.576, O12 1.217
6 H 2.215 -1.658 -0.049  C1 1.057
7 H -0.643 -1.418 0.960  C3 1.079
8 H -0.872 -2.096 -0.542  C3 1.080
9 H -1.968 1.691 -0.587  C4 1.066
10 H -1.434 1.223 1.130  C4 1.145
11 O -1.849 -0.383 -0.094  C3 1.357, C4 1.405
12 O 0.612 2.299 -0.118  C5 1.217
13 Cl 3.521 0.225 -0.035  C1 1.773

***

--- x ---
DFT (the ωB97M-V functional and the def2-TZVPD basis) results for C5H5ClO2 in the gas phase.

Its structure (SMILES) is Cc1coc(O)c1Cl. For the LUMO energy, the calculation gives 0.6879 eV. The HOMO energy comes out at -8.38 eV. The value obtained for the molar mass is 132.55 g/mol.

Each atom is followed by the atoms it is bonded to, with distances in Å.
CARTESIAN COORDINATES (ANGSTROEM)
1 C 0.049 -0.789 -1.021  C2 1.328, O6 1.380, H9 1.044
2 C 0.066 0.446 -0.533  C1 1.328, C3 1.622, C5 1.437
3 C 0.015 0.132 1.058  C2 1.622, C4 1.370, Cl8 1.743
4 C 0.107 -1.233 1.132  C3 1.370, O6 1.366, O7 1.324
5 C 0.068 1.736 -1.164  C2 1.437, H10 1.009, H11 1.106, H12 1.121
6 O -0.070 -1.805 -0.096  C1 1.380, C4 1.366
7 O -0.016 -2.022 2.188  C4 1.324, H13 0.918
8 Cl 0.257 1.245 2.379  C3 1.743
9 H -0.069 -1.072 -2.019  C1 1.044
10 H 0.691 1.715 -1.958  C5 1.009
11 H -1.023 1.845 -1.307  C5 1.106
12 H 0.247 2.616 -0.494  C5 1.121
13 H -0.321 -2.813 1.835  O7 0.918

***

Q: Which of them is the least stable? A: w.